No. 1
This record from the OMol25 dataset describes the molecule C4H8N4O. The level of theory is ωB97M-V/def2-TZVPD.

```
17
Properties=species:S:1:pos:R:3:forces:R:3
C -2.4964 -0.0692 -0.5328 0.1 1.2 9.9
O -1.2197 -0.5703 -0.5717 0.8 0.0 -1.8
C -0.5280 -0.5896 0.6310 -3.9 1.4 2.3
N 0.7994 -0.8280 0.4190 5.1 -1.3 0.0
C 1.7353 0.1196 -0.0812 -3.9 0.2 1.1
N 2.9363 -0.3466 -0.2520 5.8 -4.5 -5.5
N 1.5495 1.3628 -0.3151 0.5 0.4 -0.6
C 0.4679 2.0129 -0.0400 -6.9 4.9 2.6
N -0.5000 2.7114 0.2858 5.7 -4.0 -2.1
H -2.6752 0.9915 -0.0639 1.0 -1.4 -1.7
H -3.0881 -0.6532 0.4174 1.1 0.9 -2.3
H -2.9858 -0.3080 -1.3242 -2.9 -1.0 -5.3
H -0.7811 0.4309 1.1271 0.9 -1.6 -0.4
H -1.0253 -1.3835 1.2884 1.0 0.7 -0.6
H 1.3058 -1.7241 0.7599 -1.7 2.2 -0.8
H 2.8471 -1.3842 -0.7885 0.6 3.5 2.2
H 3.6582 0.2277 -0.9592 -3.0 -1.5 2.9
```
Positions in Å, forces in eV/Å.

Its energy relative to the best compared isomer or geometry (same formula, charge and spin) is 406.1 kJ/mol. The calculation puts the highest occupied orbital energy at -9.172 eV. Its SMILES is COCN/C(N)=N\C#N. The calculation puts the orbital gap at 9.37 eV.

Results of the Löwdin charge analysis, in e, for atoms 1 through 5: atom 1 (C): -0.13, atom 2 (O): -0.17, atom 3 (C): -0.33, atom 4 (N): 0.07, atom 5 (C): -0.52

---

No. 2
This record from the OMol25 dataset describes a structure of composition C24H48BrGaN5O5Si. The level of theory is ωB97M-V/def2-TZVPD.

```
85
Properties=species:S:1:pos:R:3:forces:R:3
Ga 1.0060 -1.8024 0.1981 -0.1 -0.1 0.1
O 2.5444 -0.7490 1.3745 0.0 0.0 0.1
C 3.5065 -1.6789 1.8973 0.0 0.0 0.0
C 2.6745 -2.8086 2.4482 0.0 0.0 0.0
N 1.7911 -3.3844 1.4053 0.0 0.0 0.0
C 2.5366 -4.2202 0.4522 0.0 0.0 0.0
C 3.0341 -3.3975 -0.7531 0.0 0.0 0.0
O 3.9034 -3.8334 -1.4555 0.0 0.0 0.0
O 2.4169 -2.2445 -0.9535 0.0 0.0 0.0
C 0.5892 -3.9430 2.0401 0.0 0.0 0.0
C -0.4422 -2.8218 2.2840 0.0 0.0 0.0
O -1.3469 -2.9944 3.0531 0.0 0.0 0.0
O -0.2646 -1.7216 1.5704 0.0 0.0 0.0
H 2.9758 -0.0450 0.8727 0.0 0.0 0.0
H 4.0775 -1.2085 2.6972 0.0 0.0 0.0
H 4.1903 -2.0011 1.1097 0.0 0.0 0.0
H 2.0390 -2.4112 3.2404 0.0 0.0 0.0
H 3.3082 -3.5918 2.8711 0.0 0.0 0.0
H 1.8816 -5.0000 0.0626 0.0 0.0 0.0
H 3.3902 -4.7172 0.9143 0.0 0.0 0.0
H 0.8060 -4.4342 2.9892 0.0 0.0 0.0
H 0.1373 -4.6882 1.3842 0.0 0.0 0.0
C -2.3491 4.2948 -0.4703 0.0 0.0 0.0
C -1.3735 3.2504 -1.0460 0.1 0.0 -0.1
C -2.1865 2.0505 -1.5567 -0.1 0.0 0.0
C -0.6957 3.8556 -2.2856 0.0 0.0 0.0
Si -0.1189 2.8008 0.3244 0.0 -0.1 0.0
Br 0.8449 0.7521 -0.5657 0.0 0.1 -0.1
C -0.8646 2.2494 1.9877 0.0 -0.1 0.0
C -1.2735 3.4957 2.7946 0.0 0.0 0.0
C -2.1067 1.3726 1.7610 0.0 0.0 0.0
C 0.1032 1.4214 2.8498 0.0 0.0 0.0
C 1.4201 3.9252 0.4220 0.0 -0.1 0.0
C 0.9386 5.3834 0.5581 0.0 0.0 0.0
C 2.2781 3.5967 1.6528 0.0 0.0 0.0
C 2.3445 3.8245 -0.8020 0.0 0.0 0.0
H -2.9994 4.6431 -1.2773 0.0 0.0 0.0
H -1.8402 5.1703 -0.0625 0.0 0.0 0.0
H -2.9898 3.8803 0.3077 0.0 0.0 0.0
H -2.9801 2.4267 -2.2086 0.0 0.0 0.0
H -2.6608 1.4714 -0.7658 0.0 0.0 0.0
H -1.5701 1.3845 -2.1601 0.0 0.0 0.0
H -1.4643 4.0360 -3.0423 0.0 0.0 0.0
H 0.0398 3.1784 -2.7237 0.0 0.0 0.0
H -0.2142 4.8106 -2.0850 0.0 0.0 0.0
H -1.9652 4.1478 2.2602 0.0 0.0 0.0
H -0.4097 4.0889 3.0969 0.0 0.0 0.0
H -1.7746 3.1658 3.7087 0.0 0.0 0.0
H -2.9156 1.9018 1.2590 0.0 0.0 0.0
H -2.4837 1.0459 2.7337 0.0 0.0 0.0
H -1.8635 0.4699 1.1953 0.0 0.0 0.0
H 0.9801 1.9789 3.1659 0.0 0.0 0.0
H 0.4242 0.5106 2.3490 0.0 0.0 0.0
H -0.4307 1.1143 3.7540 0.0 0.0 0.0
H 0.2804 5.5313 1.4157 0.0 0.0 0.0
H 0.4220 5.7403 -0.3319 0.0 0.0 0.0
H 1.8123 6.0245 0.7044 0.0 0.0 0.0
H 1.7692 3.8248 2.5882 0.0 0.0 0.0
H 3.1826 4.2099 1.6184 0.0 0.0 0.0
H 2.5894 2.5497 1.6756 0.0 0.0 0.0
H 1.8583 4.0914 -1.7356 0.0 0.0 0.0
H 2.7709 2.8269 -0.9148 0.0 0.0 0.0
H 3.1765 4.5194 -0.6576 0.0 0.0 0.0
C -0.8951 -1.4758 -2.1810 0.0 0.0 0.0
N -1.8540 -1.9577 -3.1422 0.0 0.0 0.0
C -1.2596 -3.0597 -3.9033 0.0 0.0 0.0
N -0.8737 -4.1597 -3.0170 0.0 0.0 0.0
C 0.0972 -3.6783 -2.0677 0.0 0.0 0.0
N -0.4495 -2.5534 -1.2188 0.0 0.1 0.0
C -1.7123 -3.0632 -0.5576 0.0 0.0 0.0
N -2.6690 -3.5471 -1.5202 0.0 0.0 0.0
C -3.0309 -2.4574 -2.4278 0.0 0.0 0.0
C -2.0632 -4.6260 -2.3026 0.0 0.0 0.0
H -1.3415 -0.6811 -1.5869 0.0 0.0 0.0
H -0.0118 -1.0959 -2.6956 0.0 0.0 0.0
H -0.3782 -2.6984 -4.4351 0.0 0.0 0.0
H -1.9844 -3.4241 -4.6304 0.0 0.0 0.0
H 0.9826 -3.3118 -2.5837 0.0 0.0 0.0
H 0.3802 -4.4955 -1.4017 0.0 0.0 0.0
H -2.1382 -2.2510 0.0293 0.0 0.0 0.0
H -1.4420 -3.8796 0.1119 0.0 0.0 0.0
H -3.4772 -1.6434 -1.8538 0.0 0.0 0.0
H -3.7616 -2.8200 -3.1500 0.0 0.0 0.0
H -2.7907 -4.9961 -3.0241 0.0 0.0 0.0
H -1.7867 -5.4448 -1.6354 0.0 0.0 0.0
```
Positions in Å, forces in eV/Å.

Its energy relative to the best compared isomer or geometry (same formula, charge and spin) is 0.0 kJ/mol. The calculation puts the highest occupied orbital energy at -11.886 eV. Its net charge is +1. The calculation puts the orbital gap at 9.57 eV.

Results of the Löwdin charge analysis, in e, for atoms 1 through 5: atom 1 (Ga): 0.27, atom 2 (O): -0.13, atom 3 (C): -0.14, atom 4 (C): -0.10, atom 5 (N): -0.17

---

No. 3
This record from the OMol25 dataset describes a structure of composition C9H23N5O6V. The level of theory is ωB97M-V/def2-TZVPD.

```
44
Properties=species:S:1:pos:R:3:forces:R:3
O 0.2004 -3.0004 -1.3936 -1.4 -1.0 -3.8
H -0.1282 -3.6570 -2.1089 0.9 1.7 1.7
V -0.2013 0.6347 -0.5446 2.6 -2.1 1.8
N 1.1299 0.2992 -2.1203 1.5 -0.4 -0.3
N 1.7738 -0.0407 0.2010 1.6 -1.1 -1.5
N -2.2086 1.2204 -0.1475 -2.2 1.1 1.2
N -0.6294 0.7430 1.6735 -2.2 0.3 2.4
O 0.7717 0.7359 -3.2502 -1.0 0.4 -0.8
O -3.0884 1.4106 -1.2063 0.2 -0.1 0.1
O 0.1339 0.3375 2.7281 0.0 0.7 -2.0
O 2.2202 -0.0584 1.4427 -1.2 0.5 1.5
C 2.6592 -0.5788 -0.6723 -1.8 0.8 2.1
C 2.2449 -0.4540 -2.0123 -1.1 0.1 -0.4
C -2.7691 1.4090 1.0392 0.8 0.3 -2.9
C -1.8180 1.2191 2.0826 3.0 -0.8 0.4
C 2.8543 -1.2150 -3.1456 0.2 0.2 -0.8
H 2.4284 -2.2362 -3.2148 0.1 0.5 0.2
H 3.9528 -1.3305 -3.0754 -0.6 0.2 0.1
H 2.6345 -0.7109 -4.0962 0.0 -0.1 0.3
C 3.9317 -1.1728 -0.1652 0.8 -0.3 -0.2
H 3.7742 -2.0644 0.4716 -0.2 0.5 -0.2
H 4.5245 -0.4555 0.4307 -0.5 -0.2 -0.1
H 4.5967 -1.4926 -0.9856 -0.5 0.1 0.2
C -4.1877 1.8317 1.2506 -0.2 -0.1 0.0
C -2.0757 1.5629 3.5072 -0.1 0.0 0.8
H -4.8156 1.4499 0.4350 0.2 0.2 0.2
H -4.2559 2.9334 1.2707 0.0 -0.4 -0.1
H -4.5888 1.4660 2.2083 0.3 0.1 -0.3
H -1.1663 1.5127 4.1164 -0.2 -0.1 -0.4
H -2.8142 0.9201 3.9968 0.1 -0.2 -0.2
H -2.4679 2.5751 3.6241 -0.1 0.1 -0.3
H -2.6595 0.9136 -1.9198 0.0 0.0 -0.2
H 1.0692 0.1562 2.1896 1.0 -0.4 0.2
C -0.0531 -3.1984 0.9916 0.5 2.1 0.9
H 0.7597 -3.6268 0.3936 -0.9 -0.3 0.7
H -0.9648 -2.8091 0.5036 0.4 -1.1 0.3
H 0.3207 -2.3837 1.6558 -0.2 -0.9 0.0
O -1.0848 -0.7203 -1.3869 -2.2 -1.2 -0.2
H -0.3895 -2.1954 -1.5283 1.0 -0.8 0.0
H -1.9623 -0.9572 -1.0021 0.9 0.2 -0.5
N 0.5113 2.5327 -0.5548 0.1 1.1 0.3
H -0.0456 3.0721 0.1096 0.4 0.3 -0.3
H 0.3835 2.8722 -1.5065 0.2 0.2 0.1
H 1.4991 2.5499 -0.2849 -0.4 0.0 -0.2
```
Positions in Å, forces in eV/Å.

As for the spin multiplicity: 4. Its energy relative to the best compared isomer or geometry (same formula, charge and spin) is 11.4 kJ/mol. The calculation puts the highest occupied orbital energy (spin up / spin down) at -6.405 / -6.477 eV. The calculation puts the orbital gap (spin up / spin down) at 5.33 / 5.19 eV.

Results of the Löwdin charge analysis, in e, for atoms 1 through 5: atom 1 (O): -0.19, atom 2 (H): 0.10, atom 3 (V): 0.92, atom 4 (N): -0.25, atom 5 (N): -0.14

---

No. 4
This record from the OMol25 dataset describes a structure of composition C5H15NO3. The level of theory is ωB97M-V/def2-TZVPD.

```
24
Properties=species:S:1:pos:R:3:forces:R:3
C -1.7428 0.7007 -0.7835 0.1 -0.5 0.0
C -1.2357 -0.1445 0.3991 0.5 0.7 -0.1
N -2.0632 -1.2964 0.6782 0.1 -0.3 -0.2
O -3.0271 1.2073 -0.5673 -0.3 0.0 0.0
O -0.8337 1.7570 -1.0100 0.3 0.2 0.0
H -3.0382 1.6829 0.2740 0.1 0.0 0.0
H -1.2063 2.3364 -1.6863 -0.1 -0.1 0.1
H -1.8312 0.0730 -1.6832 0.0 0.1 0.1
H -2.0051 -1.9619 -0.0852 -0.1 0.0 0.1
H -3.0373 -1.0280 0.7750 0.1 0.0 0.0
H -1.2577 0.4965 1.2895 0.0 0.1 -0.1
H -0.1538 -0.4031 0.2534 -1.2 -0.1 0.1
C 1.9286 -0.0201 -0.3002 2.0 -0.1 -0.3
C 2.1659 1.2121 0.5256 -0.5 -0.2 0.1
C 2.3716 -1.2346 0.0357 -0.2 0.5 -0.3
O 1.5594 0.2246 -1.5990 -0.5 -0.1 0.2
H 0.9494 0.9768 -1.6093 -0.1 0.0 0.0
H -0.0309 -2.6535 1.1832 1.4 -0.9 0.7
H 2.5587 0.9476 1.5022 0.0 0.0 0.1
H 1.2299 1.7570 0.6454 0.0 0.2 0.1
H 2.8758 1.8718 0.0287 0.0 0.0 -0.1
H 2.8907 -1.4042 0.9601 -0.1 0.0 0.3
H 2.3162 -2.0491 -0.6645 -0.1 -0.2 -0.1
H 0.6170 -3.0484 1.4382 -1.4 0.8 -0.6
```
Positions in Å, forces in eV/Å.

Its energy relative to the best compared isomer or geometry (same formula, charge and spin) is 250.1 kJ/mol. The calculation puts the highest occupied orbital energy at -8.639 eV. The calculation puts the orbital gap at 9.20 eV.

Results of the Löwdin charge analysis, in e, for atoms 1 through 5: atom 1 (C): -0.46, atom 2 (C): -0.23, atom 3 (N): 0.00, atom 4 (O): 0.01, atom 5 (O): -0.02

---

No. 5
This record from the OMol25 dataset describes the molecule C21H31N3O3. The level of theory is ωB97M-V/def2-TZVPD.

```
58
Properties=species:S:1:pos:R:3:forces:R:3
C -5.9207 4.4741 -0.2185 0.4 0.2 -0.1
C -4.7978 5.3085 -0.8290 -0.4 -0.1 -0.1
O -3.6495 5.3605 -0.0091 0.2 0.0 0.2
C -2.8281 4.2724 0.0739 0.1 -0.1 0.1
C -1.8028 4.3682 1.0155 -0.2 0.0 -0.1
C -0.9009 3.3410 1.1784 0.0 -0.1 -0.1
C -0.9917 2.1818 0.4072 -0.4 0.2 -0.2
N -0.0460 1.1776 0.6362 0.3 0.0 0.3
C 0.0995 -0.0153 -0.0189 0.3 -0.1 0.2
O -0.6361 -0.3841 -0.9144 -0.4 0.1 -0.3
N 1.1485 -0.8013 0.4152 0.0 -0.2 -0.2
C 2.1683 -0.4182 1.3704 0.0 0.2 0.0
C 2.9981 0.8292 0.9921 0.2 -0.1 0.1
C 3.4388 1.4012 2.3378 0.0 0.1 -0.1
C 2.2357 1.1794 3.2559 0.1 -0.1 0.1
C 1.6576 -0.1726 2.8172 0.0 0.0 0.1
C 1.2435 -2.1232 -0.1863 -0.1 -0.2 -0.1
C 1.2656 -3.2546 0.8460 0.0 0.1 -0.2
C 1.0441 -4.5870 0.1225 -0.2 -0.2 0.2
N 1.6406 -4.5643 -1.2024 0.0 0.1 0.2
C 0.9528 -5.1174 -2.2324 0.2 -0.1 -0.3
C 1.5419 -4.9466 -3.6169 -0.2 -0.1 0.0
O -0.0740 -5.7399 -2.0430 -0.3 -0.2 -0.1
C 2.8165 -3.7370 -1.3012 0.2 0.3 -0.2
C 2.4479 -2.2533 -1.1352 -0.1 -0.2 0.1
C -2.0081 2.0883 -0.5343 0.2 -0.2 0.0
C -2.9154 3.1205 -0.6986 -0.2 0.4 0.1
H -5.6129 3.4381 -0.0999 0.0 -0.1 0.0
H -6.1816 4.8687 0.7604 -0.1 0.0 0.1
H -6.7967 4.5118 -0.8603 -0.1 0.0 -0.1
H -4.5436 4.9448 -1.8324 0.0 0.1 0.1
H -5.1156 6.3518 -0.9137 0.1 -0.2 -0.1
H -1.7332 5.2653 1.6101 0.0 0.1 0.1
H -0.1146 3.4393 1.9148 0.1 0.0 0.1
H 0.5925 1.3841 1.3849 -0.1 -0.1 -0.1
H 2.8610 -1.2607 1.4070 -0.1 0.1 0.0
H 3.8483 0.5623 0.3649 0.0 0.0 -0.1
H 2.4024 1.5522 0.4360 0.0 0.0 0.0
H 3.7223 2.4503 2.2707 0.1 0.0 0.0
H 4.2952 0.8393 2.7138 0.1 0.0 0.0
H 2.5219 1.1759 4.3065 -0.1 0.1 0.0
H 1.5093 1.9839 3.1225 0.0 0.1 0.0
H 0.5694 -0.1966 2.8650 0.0 -0.1 0.0
H 2.0236 -0.9654 3.4696 0.0 0.0 0.0
H 0.3260 -2.2317 -0.7743 0.2 0.0 0.1
H 0.4744 -3.1020 1.5799 0.0 0.0 0.0
H 2.2182 -3.2730 1.3793 0.0 0.0 0.1
H 1.4703 -5.4124 0.7063 -0.1 0.0 0.0
H -0.0214 -4.7855 -0.0158 0.2 0.0 0.1
H 1.6292 -3.8932 -3.8712 0.1 0.1 -0.1
H 2.5199 -5.4183 -3.6833 0.1 0.0 0.0
H 0.8724 -5.4276 -4.3246 0.0 0.0 0.0
H 3.5005 -4.0420 -0.5008 0.0 0.0 -0.1
H 3.3255 -3.9018 -2.2487 0.0 -0.1 0.1
H 2.1875 -1.8106 -2.0968 0.0 0.1 0.0
H 3.3093 -1.7106 -0.7428 0.1 0.1 0.0
H -2.0878 1.2013 -1.1393 0.0 0.0 0.0
H -3.6862 3.0037 -1.4438 -0.1 0.0 0.0
```
Positions in Å, forces in eV/Å.

Its energy relative to the best compared isomer or geometry (same formula, charge and spin) is 118.2 kJ/mol. The calculation puts the highest occupied orbital energy at -7.691 eV. Its SMILES is CCOc1ccc(NC(=O)N(C2CCCC2)C2CCN(C(C)=O)CC2)cc1. The calculation puts the orbital gap at 8.27 eV.

Results of the Löwdin charge analysis, in e, for atoms 1 through 5: atom 1 (C): -0.07, atom 2 (C): -0.25, atom 3 (O): -0.06, atom 4 (C): -0.28, atom 5 (C): 0.00

---

No. 6
This record from the OMol25 dataset describes a structure of composition C25H37ClCoN5O5S4SeSi. The level of theory is ωB97M-V/def2-TZVPD.

```
80
Properties=species:S:1:pos:R:3:forces:R:3
Co 0.3491 0.6201 2.5548 -0.3 -0.1 0.6
S -0.6168 1.0266 4.5893 0.6 0.6 -0.1
S -1.8112 -0.5655 4.7805 -0.6 -0.4 0.0
S -0.4692 -2.1131 4.7099 0.3 0.0 0.0
S 0.4458 -1.6899 2.8829 -0.3 0.1 0.0
C 2.8238 -0.6347 4.9631 0.1 0.0 0.0
C 2.8747 0.7677 4.4507 0.0 -0.2 0.0
C 3.7849 1.6813 4.9578 0.0 0.0 -0.1
C 3.7661 2.9869 4.4627 0.0 0.1 0.0
C 2.8601 3.3703 3.5108 0.0 0.1 0.0
C 1.9287 2.4073 3.0355 0.4 0.0 0.0
N 2.0078 1.1272 3.4989 0.2 0.0 -0.3
N 0.9344 2.5265 2.1729 -0.5 0.1 0.1
Si 0.3028 3.9801 1.4665 -0.2 0.0 -0.1
C 1.6845 5.2312 1.0711 0.1 0.0 0.1
C -0.4676 3.6392 -0.1968 0.1 0.0 -0.1
C -0.9020 4.8131 2.6245 0.1 0.0 0.0
H 3.6935 -0.8435 5.5889 0.0 0.0 0.0
H 2.7656 -1.3413 4.1383 0.0 0.0 0.0
H 1.9120 -0.7864 5.5457 0.0 0.0 0.0
H 4.4845 1.3732 5.7219 0.0 0.0 0.0
H 4.4743 3.7159 4.8441 0.0 0.0 0.0
H 2.8353 4.3824 3.1406 0.0 0.0 0.0
H 2.5995 4.7454 0.7210 0.0 0.0 0.0
H 1.9429 5.8719 1.9182 0.0 0.0 0.0
H 1.3240 5.8841 0.2701 0.0 0.0 0.0
H 0.2180 3.0602 -0.8257 0.0 0.1 0.0
H -0.6461 4.5972 -0.6977 0.0 0.0 0.0
H -1.4162 3.1057 -0.1359 0.1 0.1 0.0
H -0.4410 4.9636 3.6059 0.0 0.0 0.0
H -1.7790 4.1708 2.7325 0.0 0.0 0.0
H -1.2203 5.7871 2.2377 0.0 0.0 0.0
C 1.1936 -2.1829 -5.1699 0.0 0.0 0.0
C -0.1809 -1.6274 -4.7719 0.0 0.0 0.0
C -0.3743 -0.2758 -5.4708 0.0 0.0 0.0
C -1.2366 -2.5962 -5.3090 0.0 0.0 0.0
C -0.2897 -1.4849 -3.2155 0.0 -0.1 -0.1
O 0.1937 -2.7168 -2.6999 0.1 0.0 0.0
C -1.7164 -1.1781 -2.7131 0.0 0.1 0.0
C -2.6374 -2.3657 -2.3950 0.1 0.0 0.1
C -2.3005 -3.0790 -1.1034 -0.1 0.0 0.0
C -2.4273 -2.4129 0.1137 0.0 0.0 0.0
C -2.1575 -3.0570 1.3146 0.0 0.0 0.0
C -1.7639 -4.3824 1.2831 0.0 -0.1 0.0
Cl -1.4230 -5.2244 2.7788 0.0 0.0 -0.1
C -1.6257 -5.0725 0.0890 0.0 0.1 0.0
C -1.8978 -4.4125 -1.1001 0.0 0.0 0.0
C 0.6329 -0.3292 -2.7681 0.0 0.0 0.0
N 0.9730 -0.3840 -1.3614 0.1 0.2 0.0
C 0.3922 0.2684 -0.3504 0.0 0.0 -0.1
N 1.1081 0.0792 0.7426 -0.2 -0.1 0.2
C 2.1271 -0.7190 0.3389 0.2 0.0 0.2
N 2.1011 -1.0159 -0.9355 0.0 0.0 0.0
H 1.2170 -2.3326 -6.2537 0.0 0.0 0.0
H 1.3874 -3.1346 -4.6793 0.0 0.0 0.0
H 2.0091 -1.5034 -4.9177 0.0 0.0 0.0
H -0.4187 -0.4332 -6.5521 0.0 0.0 0.0
H 0.4529 0.4098 -5.2765 0.0 0.0 0.0
H -1.3005 0.2175 -5.1711 0.0 0.0 0.0
H -1.0746 -2.7467 -6.3805 0.0 0.0 0.0
H -2.2474 -2.2085 -5.1766 0.0 0.0 0.0
H -1.1677 -3.5644 -4.8124 0.0 0.0 0.0
H 0.1342 -2.7015 -1.7352 -0.1 0.0 0.0
H -2.2042 -0.5273 -3.4455 0.0 0.0 0.0
H -1.6836 -0.5640 -1.8069 0.0 0.0 -0.1
H -2.6735 -3.0919 -3.2058 0.0 0.0 0.0
H -3.6456 -1.9539 -2.2940 0.0 0.0 0.0
H -2.7608 -1.3811 0.1473 0.0 -0.1 0.0
H -2.2477 -2.5172 2.2495 0.0 0.0 -0.1
H -1.3031 -6.1055 0.0957 0.0 0.0 0.0
H -1.7756 -4.9354 -2.0432 0.0 0.0 0.0
H 0.1393 0.6267 -2.9445 0.0 0.0 0.0
H 1.5763 -0.3362 -3.3074 0.0 0.0 0.0
H -0.5536 0.8084 -0.4357 0.0 0.0 0.0
H 2.8935 -1.0756 1.0079 0.0 0.0 0.0
O -3.0267 2.6490 1.4982 0.0 -0.1 0.0
Se -2.7785 1.1005 1.0640 -0.2 0.3 0.2
O -2.3734 1.0272 -0.5376 0.0 0.0 0.0
O -1.4833 0.4782 1.9195 0.3 -0.3 -0.5
O -4.0245 0.1041 1.3564 0.0 0.1 0.0
```
Positions in Å, forces in eV/Å.

Its energy relative to the best compared isomer or geometry (same formula, charge and spin) is 0.0 kJ/mol. The calculation puts the highest occupied orbital energy at -1.654 eV. Its net charge is -2. The calculation puts the orbital gap at 5.64 eV.

Results of the Löwdin charge analysis, in e, for atoms 1 through 5: atom 1 (Co): 0.06, atom 2 (S): 0.19, atom 3 (S): -0.06, atom 4 (S): -0.08, atom 5 (S): 0.17

---

M in g/mol, matching the order above: 128.13, 664.39, 348.26, 137.18, 373.50, 817.30